(1)
86
Properties=species:S:1:pos:R:3 method="wB97M-V/def2-TZVPD" energy_ha=-3998.76620 e_lumo_ev="-2.0 / -2.9" de_lowest_kj_mol=124.7 e_homo_ev="-7.4 / -7.2" orbital_gap_ev="5.4 / 4.3"
Tl -0.5211 -0.7573 0.7034
C -2.1206 -3.9868 -1.3943
N -3.1868 -3.1577 -0.9178
C -4.2290 -2.6503 -1.6376
C -4.9463 -1.8662 -0.7915
N -4.3552 -1.8840 0.4318
B -4.8591 -1.1523 1.7035
N -3.9067 0.0333 2.0611
C -3.8207 0.5375 3.3225
C -3.1196 1.7038 3.2823
N -2.7648 1.9093 1.9847
C -1.9810 2.9857 1.4521
C -3.2500 0.8756 1.2544
S -2.9917 0.7468 -0.4207
C -3.2826 -2.6778 0.3473
S -2.1894 -3.0985 1.5730
H -2.4673 -4.5827 -2.2348
H -1.7963 -4.6407 -0.5860
H -1.2705 -3.3739 -1.7039
H -4.3782 -2.8942 -2.6688
H -5.8252 -1.2869 -0.9829
H -5.9249 -0.6822 1.4521
H -4.8574 -1.9116 2.6152
H -4.2691 0.0219 4.1470
H -2.8398 2.3841 4.0589
H -1.5370 3.5514 2.2673
H -2.6103 3.6328 0.8370
H -1.1814 2.5775 0.8304
C -1.6942 1.0005 -4.5318
Sb -0.3121 0.1592 -3.0622
C -0.1456 -1.7171 -4.1677
C 1.4107 1.0452 -4.1837
C 1.5956 2.4253 -3.7435
C 0.9031 3.4520 -4.3890
C 0.9637 4.7597 -3.9546
C 1.7240 5.0836 -2.8351
C 2.4411 4.0958 -2.2010
C 2.4188 2.7649 -2.6457
C 3.3010 1.8144 -2.0153
Sb 2.6070 0.8226 -0.0017
C 4.7215 0.5534 0.4880
C 2.2864 2.5644 1.2627
H -1.2874 0.9287 -5.5369
H -1.8840 2.0422 -4.2981
H -2.6368 0.4669 -4.4914
H 0.1258 -1.5348 -5.2021
H -1.0958 -2.2390 -4.1301
H 0.6139 -2.3294 -3.6972
H 1.1401 0.9821 -5.2311
H 2.2478 0.3929 -3.9746
H 0.3112 3.2094 -5.2599
H 0.4232 5.5345 -4.4785
H 1.7715 6.1051 -2.4857
H 3.0631 4.3439 -1.3518
H 4.1794 2.2825 -1.5937
H 3.5600 0.9502 -2.6097
H 5.3128 1.3851 0.1195
H 5.0765 -0.3728 0.0444
H 4.8249 0.4849 1.5664
H 3.2265 2.9343 1.6515
H 1.6230 2.2644 2.0619
H 1.7967 3.3293 0.6710
O 1.6820 -1.6471 -1.0346
N 2.1671 -2.7243 -0.4926
C 2.2277 -3.8567 -1.2147
C 2.7167 -5.0271 -0.6947
C 3.1340 -5.0534 0.6341
C 3.0799 -3.8929 1.3665
C 2.6039 -2.7052 0.8003
S 2.5089 -1.2819 1.7463
H 1.8529 -3.7799 -2.2241
H 2.7520 -5.9097 -1.3110
H 3.4863 -5.9695 1.0792
H 3.3980 -3.8655 2.3949
F 0.8566 -0.0940 7.8330
C 0.6157 0.1701 6.5344
C 0.4031 -0.8648 5.6285
F 0.4504 -2.1382 6.0504
C 0.1542 -0.5824 4.3013
F -0.0493 -1.5907 3.4117
C 0.1003 0.7312 3.7730
O -0.0771 0.9860 2.5368
C 0.2905 1.7445 4.7456
F 0.2039 3.0393 4.3476
C 0.5575 1.4799 6.0738
F 0.7532 2.4916 6.9356



(2)
14
Properties=species:S:1:pos:R:3 method="wB97M-V/def2-TZVPD" energy_ha=-378.16046 e_lumo_ev=-3.2 de_lowest_kj_mol=245.1 total_charge=+1 e_homo_ev=-14.5 orbital_gap_ev=11.3
C 0.6628 0.1062 -0.6750
C -1.5063 -0.5597 0.4353
C -0.4053 0.3439 0.9601
N 0.0769 -0.8991 -1.2213
N 1.6984 0.8128 -1.0066
O -0.9828 -1.4737 -0.5214
O 0.3156 0.0025 2.0208
H -1.9386 -1.1799 1.2258
H -2.2949 0.0407 -0.0294
H -0.6135 1.4099 0.9576
H 0.2645 -1.4344 -2.0638
H 1.9639 1.5966 -0.4277
H 2.2626 0.6290 -1.8285
H 0.3751 -0.9539 2.1715



(3)
40
Properties=species:S:1:pos:R:3 method="wB97M-V/def2-TZVPD" energy_ha=-1295.93358 e_lumo_ev=0.5 de_lowest_kj_mol=129.6 e_homo_ev=-9.0 orbital_gap_ev=9.5 smiles="CCCCOC(=O)Nc1nnc(CCc2ccccc2)s1"
C -5.6898 -0.9134 -3.9972
C -5.8370 -1.3844 -2.5548
C -4.5020 -1.5119 -1.8226
C -3.8198 -0.1636 -1.6055
H -3.5392 0.2993 -2.5518
H -4.4753 0.5035 -1.0356
O -2.5832 -0.3210 -0.9058
C -2.6531 -0.4044 0.4104
O -3.6414 -0.3130 1.0909
N -1.4108 -0.6002 0.9953
C -0.2041 -0.7382 0.3770
N 0.0198 -0.7603 -0.8876
N 1.3002 -0.9047 -1.1971
C 2.0953 -1.0004 -0.2000
C 3.5719 -1.0816 -0.2927
H 3.9731 -1.4770 0.6412
H 3.8417 -1.7475 -1.1138
C 4.1561 0.3221 -0.5595
C 3.6882 1.2867 0.4931
C 2.5792 2.0923 0.2659
C 2.0986 2.9255 1.2603
C 2.7229 2.9643 2.4953
C 3.8317 2.1692 2.7293
C 4.3088 1.3344 1.7347
H 5.1725 0.7119 1.9228
H 4.3240 2.1967 3.6905
H 2.3466 3.6125 3.2729
H 1.2325 3.5430 1.0712
H 2.0852 2.0588 -0.6953
H 3.8248 0.6537 -1.5442
H 5.2451 0.2514 -0.5577
S 1.2608 -0.9156 1.3535
H -1.4228 -0.6330 2.0055
H -3.8273 -2.1602 -2.3851
H -4.6737 -1.9651 -0.8438
H -6.4825 -0.6940 -2.0081
H -6.3214 -2.3629 -2.5507
H -6.6530 -0.9440 -4.5009
H -5.3183 0.1067 -4.0417
H -5.0000 -1.5565 -4.5388



(4)
23
Properties=species:S:1:pos:R:3 method="wB97M-V/def2-TZVPD" energy_ha=-441.87637 e_lumo_ev=0.7 de_lowest_kj_mol=14.5 e_homo_ev=-9.5 orbital_gap_ev=10.2 smiles=C[C@H](O)[C@@H](C)N.O.O
C -0.5662 0.3852 -1.5390
C -0.1408 0.3246 -0.0878
C -1.2139 -0.2068 0.8978
C -1.9585 -1.4230 0.3675
O -2.1282 0.7829 1.3047
N 0.3639 1.6251 0.4059
H -1.5892 0.7457 -1.6885
H -0.5823 -0.6110 -1.9656
H 0.0904 0.9639 -2.1823
H 0.6664 -0.3971 -0.0012
H -0.6361 -0.4726 1.7819
H -2.5642 -1.8118 1.1838
H -1.2690 -2.2035 0.0515
H -2.6216 -1.1030 -0.4438
H -2.6739 1.0023 0.5393
H 0.2920 2.3274 -0.3188
H -0.2539 1.9042 1.1607
H 2.5540 1.3025 0.5977
H 3.2703 1.3394 -0.7214
O 3.2853 0.8655 0.1184
H 2.4405 -2.4574 -0.2042
H 2.8694 -1.0518 0.2216
O 2.3656 -1.8307 0.5219



(5)
103
Properties=species:S:1:pos:R:3 method="wB97M-V/def2-TZVPD" energy_ha=-6757.08652 e_lumo_ev="3.8 / 3.2" de_lowest_kj_mol=0.0 total_charge=-2 e_homo_ev="-2.3 / -2.5" orbital_gap_ev="6.1 / 5.7" s_squared=0.7629 multiplicity=2
Pb 0.4135 0.6872 0.9159
S 2.6521 3.4084 5.0670
Sb 1.6326 1.6001 4.0943
S 2.8870 0.7813 2.2634
S -0.3294 2.3212 2.9564
C -3.0181 0.3319 2.3247
Si -2.1077 -1.2638 2.6829
C -1.9450 -1.3127 4.5528
C -3.2877 -2.6647 2.1876
N -0.6081 -1.3922 1.8616
C 0.0308 -2.5942 1.7442
C -0.2681 -3.7623 2.4944
C 0.3959 -4.9712 2.3309
C 1.4222 -5.1066 1.4064
C 1.7635 -3.9862 0.6533
C 1.0871 -2.8052 0.8324
F 1.4707 -1.7517 0.0593
H -4.0970 0.1476 2.3027
H -2.7373 0.7715 1.3643
H -2.8016 1.0788 3.0901
H -2.9024 -1.0858 5.0356
H -1.2299 -0.5411 4.8564
H -1.5851 -2.2706 4.9389
H -4.3146 -2.2897 2.1305
H -3.2800 -3.5037 2.8881
H -3.0167 -3.0547 1.2002
H -1.0534 -3.6997 3.2355
H 0.1037 -5.8171 2.9433
H 1.9459 -6.0444 1.2749
H 2.5525 -4.0154 -0.0897
N -1.1329 6.7779 3.0338
C -1.0251 5.9619 1.8920
C -2.1261 5.7472 1.0635
C -2.0243 4.9287 -0.0495
C -0.8129 4.3074 -0.3434
C 0.2998 4.5686 0.4517
C 0.1962 5.3966 1.5538
S -0.6169 3.1272 -1.6603
O 0.8117 2.8710 -1.6683
O -1.1938 3.6771 -2.8671
N -1.2600 1.7226 -1.2364
C -2.6003 1.5200 -1.2417
N -2.9783 0.2145 -1.1666
C -4.2702 -0.0314 -1.0685
C -5.2480 0.9518 -1.0550
C -4.7705 2.2443 -1.1853
N -3.4887 2.5431 -1.2874
H -2.0569 6.7717 3.4380
H -0.4360 6.5580 3.7306
H -3.0809 6.1975 1.3181
H -2.8791 4.7366 -0.6820
H 1.2407 4.0951 0.2129
H 1.0560 5.5456 2.1978
H -4.5510 -1.0800 -0.9968
H -6.2995 0.7246 -0.9534
H -5.4553 3.0902 -1.1945
C 2.7040 -3.3388 -5.4519
C 3.4822 -3.3701 -4.3053
C 3.3733 -2.3596 -3.3525
C 2.4864 -1.3054 -3.5315
C 1.6968 -1.2929 -4.6822
C 1.8057 -2.2917 -5.6370
As 2.2171 0.1605 -2.2163
C 4.0448 0.0926 -1.4956
C 4.5074 -0.7398 -0.4848
C 5.8314 -0.6555 -0.0709
C 6.6808 0.2826 -0.6453
C 6.2191 1.1268 -1.6459
C 4.9040 1.0256 -2.0853
C 4.2927 1.8204 -3.1750
C 4.9418 2.7893 -3.9359
C 4.2569 3.4461 -4.9471
C 2.9202 3.1465 -5.1969
C 2.2680 2.1890 -4.4333
C 2.9559 1.5162 -3.4333
H 2.7922 -4.1225 -6.1951
H 4.1829 -4.1821 -4.1476
H 3.9949 -2.3955 -2.4662
H 0.9809 -0.4916 -4.8279
H 1.1869 -2.2576 -6.5265
H 3.8345 -1.4393 -0.0041
H 6.1926 -1.3090 0.7130
H 7.7052 0.3652 -0.3027
H 6.8849 1.8669 -2.0748
H 5.9791 3.0353 -3.7399
H 4.7597 4.2063 -5.5329
H 2.3826 3.6729 -5.9758
H 1.2132 1.9997 -4.5929
C -2.0377 -3.6094 -4.4789
C -2.1587 -3.3829 -2.9678
C -3.5436 -2.8373 -2.6102
C -1.8843 -4.6841 -2.2047
C -1.1370 -2.3946 -2.5701
N -0.3344 -1.6328 -2.2706
H -2.7448 -4.3835 -4.7873
H -1.0268 -3.9209 -4.7461
H -2.2657 -2.6917 -5.0238
H -4.3105 -3.5055 -3.0105
H -3.6888 -1.8370 -3.0188
H -3.6571 -2.7748 -1.5276
H -2.6447 -5.4253 -2.4628
H -1.9118 -4.5118 -1.1279
H -0.8999 -5.0815 -2.4553



(6)
20
Properties=species:S:1:pos:R:3 method="wB97M-V/def2-TZVPD" energy_ha=-344.66787 e_lumo_ev=-3.5 de_lowest_kj_mol=259.9 total_charge=+1 e_homo_ev=-13.0 orbital_gap_ev=9.5
C -0.0510 -1.8186 1.7840
C 0.2840 -0.6757 1.1349
N 0.4184 0.5706 1.6658
N -0.3406 -2.9769 0.9333
H -0.1743 -2.0561 2.8307
H 0.3599 -0.7665 0.0387
H 0.0924 1.2620 1.0078
H 0.1406 0.7427 2.6158
H -1.3398 -3.2664 0.9744
H 0.2479 -3.8186 1.1043
H -0.2290 -2.6772 -0.0355
C -0.5955 1.6414 -1.7527
O -1.1140 1.9495 -0.4337
C 0.9328 1.5700 -1.7920
H -0.9899 0.5991 -1.9633
H -1.0994 2.3632 -2.4320
H -0.6379 2.7518 -0.1813
H 1.3254 0.7652 -1.1293
H 1.3085 1.3436 -2.8504
H 1.4616 2.4970 -1.5193



(7)
105
Properties=species:S:1:pos:R:3 method="wB97M-V/def2-TZVPD" energy_ha=-32451.53378 e_lumo_ev=-2.7 total_charge=+1 e_homo_ev=-9.8 orbital_gap_ev=7.0
N -4.2840 -1.1242 1.7042
C -4.6359 -2.3661 1.4589
N -4.6143 -3.3891 2.3629
C -5.8916 -4.0875 2.0427
C -5.6928 -4.1814 0.5151
N -5.1130 -2.8481 0.3098
C -4.4499 -2.4634 -0.9430
C -3.4225 -3.4419 -1.4823
O -2.3042 -3.0125 -1.7378
O -3.7636 -4.7177 -1.7160
H -3.4985 -0.9209 2.3246
H -4.8063 -0.3500 1.3264
H -4.6527 -3.0779 3.3322
H -6.6774 -3.3328 2.1220
H -6.0746 -5.0104 2.5663
H -6.6149 -4.2564 -0.0467
H -5.0282 -5.0274 0.3642
H -3.9149 -1.5431 -0.7567
H -5.1896 -2.2291 -1.7083
H -2.9589 -5.2615 -1.6469
C 0.6437 -4.3457 -2.9976
Cl -0.3923 -5.3150 -1.9209
Cl -0.3402 -3.1528 -3.8533
Cl 1.8779 -3.5303 -2.0324
Cl 1.4104 -5.4145 -4.1719
C -5.1765 -0.7338 5.6727
Cl -5.4228 -0.0909 7.2889
Cl -3.4857 -0.5231 5.1888
Cl -5.5763 -2.4607 5.6535
Cl -6.2071 0.1188 4.5163
C -1.1491 1.0525 1.1385
Cl -1.3757 -0.2620 -0.0296
Cl 0.5683 1.3036 1.4008
Cl -1.9005 2.5205 0.5235
Cl -1.9024 0.6000 2.6919
C 1.0071 4.6998 -2.1487
Cl 1.1626 5.7827 -0.7581
Cl 2.5478 4.6142 -3.0045
Cl 0.5577 3.0798 -1.5978
Cl -0.2442 5.3118 -3.2342
C 3.8779 -1.2197 2.0268
Cl 2.6338 -1.8884 0.9574
Cl 5.4616 -1.7970 1.5155
Cl 3.8334 0.5463 1.9260
Cl 3.5567 -1.7422 3.6832
C 2.2089 0.0818 -3.8498
Cl 2.6332 1.7894 -3.6684
Cl 1.0090 -0.3595 -2.6243
Cl 1.5296 -0.1959 -5.4568
Cl 3.6612 -0.9046 -3.6503
C 5.8084 2.2791 -3.6742
Cl 4.5832 1.3537 -4.5529
Cl 7.4207 1.7573 -4.1811
Cl 5.6404 4.0014 -4.0320
Cl 5.5946 2.0352 -1.9350
C 3.8334 -5.3265 5.6921
Cl 5.5978 -5.3065 5.7185
Cl 3.2162 -3.7960 6.3284
Cl 3.2783 -5.4883 4.0218
Cl 3.2379 -6.6696 6.6706
C 7.0515 6.2659 -0.8558
Cl 7.4939 5.1781 0.4654
Cl 5.3328 6.0652 -1.2274
Cl 7.3573 7.9370 -0.3728
Cl 8.0222 5.8793 -2.2844
C -2.6341 5.5345 3.0479
Cl -2.4449 6.5947 4.4443
Cl -1.1070 5.4545 2.1581
Cl -3.0925 3.9182 3.6113
Cl -3.8987 6.1556 1.9754
C 9.7436 0.7402 -0.9513
Cl 8.4777 -0.2140 -1.7403
Cl 11.3217 0.2481 -1.5740
Cl 9.4895 2.4571 -1.2822
Cl 9.6934 0.4713 0.7961
C 3.5438 -8.3634 -5.8704
Cl 2.8749 -8.8070 -4.2933
Cl 3.6165 -9.7811 -6.9178
Cl 2.5093 -7.1236 -6.5915
Cl 5.1662 -7.7042 -5.6462
C 4.2163 -9.3352 0.0713
Cl 5.9774 -9.4512 0.0939
Cl 3.7065 -7.8469 0.8797
Cl 3.6572 -9.2595 -1.6057
Cl 3.5170 -10.7356 0.8916
C -0.2868 -2.0581 -8.8290
Cl -1.5048 -2.1450 -10.1039
Cl 1.2730 -2.5929 -9.4606
Cl -0.1485 -0.3892 -8.2575
Cl -0.7631 -3.0998 -7.4806
C -3.3907 10.6331 3.5352
Cl -3.6549 9.2563 2.4570
Cl -1.6551 10.8876 3.7291
Cl -4.1574 12.0750 2.8452
Cl -4.1120 10.2857 5.1113
C -9.9972 -3.1492 1.5054
Cl -9.0666 -3.4814 0.0325
Cl -9.0016 -2.1949 2.6179
Cl -11.4497 -2.2443 1.0917
Cl -10.4400 -4.6726 2.2767
C -0.7047 15.3084 4.0361
Cl -1.9180 14.3530 3.1767
Cl 0.9102 14.8182 3.5078
Cl -0.9435 17.0244 3.6896
Cl -0.8649 15.0287 5.7740



(8)
22
Properties=species:S:1:pos:R:3 method="wB97M-V/def2-TZVPD" energy_ha=-383.53030 e_lumo_ev=0.9 de_lowest_kj_mol=447.4 e_homo_ev=-9.0 orbital_gap_ev=9.9 smiles=C[C@@H](CCO)NCN
C -1.3883 1.6461 0.4747
C -0.8429 0.1693 0.5677
C -0.5724 -0.1791 -0.9373
C -0.6971 -1.6861 -1.3086
O -1.2786 -1.7201 -2.5640
N 0.4042 0.1365 1.4490
C 1.5189 0.9429 0.9300
N 2.8185 0.7963 1.5818
H -1.8411 2.0159 1.3442
H -0.7185 2.3698 0.1824
H -2.2630 1.7623 -0.2739
H -1.4508 -0.7122 1.1125
H -1.4510 0.1947 -1.5768
H 0.2005 0.3084 -1.3314
H -1.5091 -1.9987 -0.6911
H 0.4037 -2.2324 -1.4210
H -1.3019 -2.5457 -3.0185
H 0.5511 -0.8477 1.3999
H 1.7344 0.9991 -0.1448
H 1.1065 1.9864 1.4831
H 2.7591 0.4957 2.6321
H 3.3409 0.0777 1.2405



(9)
45
Properties=species:S:1:pos:R:3 method="wB97M-V/def2-TZVPD" energy_ha=-1238.48606 e_lumo_ev=-0.6 de_lowest_kj_mol=261.5 e_homo_ev=-8.2 orbital_gap_ev=7.5 smiles="CC(=O)N(c1ccccc1)c1cc2c(cc1Nc1ccccc1)C(=O)NC2=O"
O 5.5535 1.0487 0.2529
O 3.9221 -1.6403 3.4891
O -1.2857 2.5091 1.0345
C 4.7243 0.6065 1.1229
C 3.9495 -0.9138 2.5309
C -1.6446 1.3618 1.2371
C -0.8859 0.9951 -4.7597
C -2.5307 -3.5636 1.0249
C 0.1807 0.2708 -4.2442
C -1.3791 1.9807 -3.9002
C -2.6827 -2.9319 2.3234
C -1.8169 -3.1342 -0.0116
C 0.6542 0.5146 -2.9272
C -0.8620 2.2391 -2.6578
C 2.5876 1.3178 0.0994
C -2.1423 -1.6409 2.2945
C -1.1930 -1.8507 0.0772
C 1.3407 -0.4118 1.9387
C 3.3403 0.5530 0.8756
C 2.7796 -0.3474 1.8132
C 0.1397 1.4823 -2.1686
C 1.1844 1.1614 0.1341
C -1.3275 -1.0533 1.2198
C 0.5541 0.4335 1.1634
N 5.0937 -0.2455 2.1621
N 0.4673 1.8458 -0.7859
N -0.8094 0.2539 1.4162
C -3.1389 1.1254 1.2402
H -1.3180 0.7892 -5.6532
H -3.1011 -4.4706 0.8737
H 0.5765 -0.6868 -4.6097
H -2.2256 2.5454 -4.3718
H -3.3765 -3.2582 3.1209
H -1.6366 -3.6400 -0.9569
H 1.4057 -0.1512 -2.3829
H -1.4595 3.0493 -2.1627
H 3.0606 2.0696 -0.6140
H -2.2902 -0.9011 3.1236
H -0.7470 -1.4622 -0.8276
H 0.8920 -1.0387 2.6916
H 5.9759 -0.7590 2.1795
H -0.1917 2.5526 -0.4009
H -3.6586 2.0164 0.8839
H -3.3650 1.1688 2.3062
H -3.3141 0.2102 0.8054



(10)
37
Properties=species:S:1:pos:R:3 method="wB97M-V/def2-TZVPD" energy_ha=-867.61739 e_lumo_ev=-2.6 total_charge=+1 e_homo_ev=-12.9 orbital_gap_ev=10.3
Rb -13.5152 -4.8325 -8.7431
O -11.1850 -6.5343 -8.2598
H -10.7219 -5.9157 -7.6867
H -10.8834 -7.4022 -7.9781
O -15.8895 -5.8921 -9.9464
H -15.9302 -5.1255 -10.5278
H -16.8086 -6.0957 -9.7472
C -13.1895 -1.1207 -8.5493
C -14.5257 -1.0743 -9.1919
O -15.0294 -2.4245 -9.3807
O -12.1744 -1.2451 -9.5195
H -13.1895 -1.9655 -7.8437
H -13.0751 -0.2037 -7.9578
H -14.5268 -0.5651 -10.1535
H -15.2111 -0.5607 -8.5144
H -15.6271 -2.4252 -10.1341
H -11.3234 -1.3344 -9.0813
C -14.7883 -6.5193 -13.1755
C -14.0048 -5.3100 -12.7257
O -13.2530 -5.5668 -11.5504
O -13.8899 -7.5623 -13.5728
H -15.4563 -6.2440 -14.0001
H -15.3652 -6.9622 -12.3689
H -14.6587 -4.4544 -12.5264
H -13.3404 -4.9923 -13.5400
H -12.7563 -6.3727 -11.7438
H -13.4139 -7.2895 -14.3633
C -13.0763 -4.5963 -4.9772
C -12.1429 -3.5562 -5.5058
O -11.4086 -4.0394 -6.6420
O -14.0007 -5.0964 -5.9650
H -13.6602 -4.1612 -4.1616
H -12.5099 -5.4330 -4.5580
H -11.4665 -3.3137 -4.6847
H -12.6752 -2.6456 -5.7930
H -10.5289 -3.6532 -6.6744
H -14.5384 -5.7676 -5.5331



| no. | largest force on an atom (eV/Å) |
| --- | --- |
| 1 | 1.28 |
| 2 | 3.78 |
| 3 | 1.63 |
| 4 | 1.00 |
| 5 | 0.78 |
| 6 | 1.56 |
| 7 | 9.91 |
| 8 | 5.76 |
| 9 | 8.25 |
| 10 | 1.29 |